1.
Molecular formula: C7H10
Method: DFT, the ωB97M-V functional and the def2-TZVPD basis

Geometry (Å):
C1 -2.316 1.275 0.376
C2 -1.635 0.622 -0.595
C3 -0.218 0.878 -0.401
C4 0.590 -0.056 0.120
C5 1.862 0.559 0.574
C6 0.397 -1.478 0.392
C7 0.524 -2.293 -0.653
H1 -1.666 1.833 1.131
H2 -3.319 1.497 0.427
H3 -2.056 0.083 -1.482
H4 -0.066 1.902 -0.741
H5 1.923 1.653 0.455
H6 2.177 0.306 1.616
H7 2.700 0.405 -0.182
H8 0.069 -1.833 1.406
H9 0.795 -2.009 -1.770
H10 0.238 -3.346 -0.674

Summary:
F_max   3.47 eV Å⁻¹
HOMO-LUMO gap   10.017 eV
Energy above the lowest of the compared OMol25 structures with the same formula, charge and spin   339.0 kJ/mol
LUMO energy   1.113 eV
SMILES   C=C/C=C(/C)C=C
Electronic energy   -272.58886 Ha

Atom charges from the Mulliken analysis, given in e for atoms 1 to 6: -0.810, -0.216, -0.578, 0.616, -1.153, -0.196



2.
Molecular formula: C7H10
Method: DFT, the ωB97M-V functional and the def2-TZVPD basis

Geometry (Å):
C1 1.592 -0.199 0.933
C2 1.997 0.799 -0.100
C3 1.204 -0.417 -0.505
C4 -0.250 -0.186 -0.863
C5 -1.428 -0.711 0.139
C6 -2.259 0.646 0.059
C7 -0.851 0.874 -0.110
H1 2.347 -0.842 1.375
H2 0.780 0.105 1.592
H3 3.041 0.878 -0.384
H4 1.728 -1.201 -1.047
H5 -0.529 -0.539 -1.868
H6 -1.137 -1.145 1.091
H7 -1.988 -1.407 -0.484
H8 -3.028 0.551 -0.714
H9 -2.644 1.070 0.987
H10 1.427 1.726 -0.101

Summary:
F_max   0.47 eV Å⁻¹
HOMO-LUMO gap   8.563 eV
Energy above the lowest of the compared OMol25 structures with the same formula, charge and spin   482.0 kJ/mol
LUMO energy   0.967 eV
Electronic energy   -272.53441 Ha

Atom charges from the Mulliken analysis, given in e for atoms 1 to 6: -0.579, -0.597, -0.259, 0.090, -0.592, -0.451



3.
Molecular formula: C7H10
Method: DFT, the ωB97M-V functional and the def2-TZVPD basis

Geometry (Å):
C1 1.344 -0.232 -0.710
C2 0.513 -0.896 -1.743
C3 -0.372 -0.719 -0.572
C4 -1.176 0.579 -0.473
C5 -0.699 0.914 0.925
C6 -0.684 -0.266 1.866
C7 0.478 -0.013 0.942
H1 1.593 0.810 -0.894
H2 2.144 -0.836 -0.290
H3 0.314 -0.236 -2.591
H4 0.781 -1.912 -2.036
H5 -0.897 1.364 -1.200
H6 -2.256 0.405 -0.557
H7 -0.688 1.930 1.310
H8 -1.314 -1.127 1.683
H9 -0.494 -0.019 2.910
H10 1.412 0.256 1.430

Summary:
F_max   0.49 eV Å⁻¹
HOMO-LUMO gap   8.187 eV
Energy above the lowest of the compared OMol25 structures with the same formula, charge and spin   601.4 kJ/mol
LUMO energy   1.014 eV
Electronic energy   -272.48895 Ha

Atom charges from the Mulliken analysis, given in e for atoms 1 to 6: -0.530, -0.548, -0.294, -0.478, -0.306, -0.388



4.
Molecular formula: C7H10
Method: DFT, the ωB97M-V functional and the def2-TZVPD basis

Geometry (Å):
C1 1.360 -1.703 0.084
C2 0.886 -0.433 -0.096
C3 1.517 1.001 0.002
C4 0.116 1.606 -0.098
C5 -0.477 0.208 -0.007
C6 -1.620 -0.266 0.767
C7 -1.648 -0.408 -0.750
H1 0.776 -2.638 0.220
H2 2.410 -1.957 -0.012
H3 2.084 1.202 0.955
H4 2.047 1.171 -0.878
H5 0.040 2.275 0.860
H6 -0.016 2.000 -1.043
H7 -2.272 0.420 1.214
H8 -1.711 -1.224 1.279
H9 -1.314 -1.407 -1.019
H10 -2.179 0.152 -1.477

Summary:
F_max   4.26 eV Å⁻¹
HOMO-LUMO gap   10.014 eV
Energy above the lowest of the compared OMol25 structures with the same formula, charge and spin   301.5 kJ/mol
LUMO energy   1.190 eV
SMILES   C=C1CCC12CC2
Electronic energy   -272.60315 Ha

Atom charges from the Mulliken analysis, given in e for atoms 1 to 6: -1.008, 0.036, -0.520, -0.355, 0.765, -0.862



5.
Molecular formula: C7H10
Method: DFT, the ωB97M-V functional and the def2-TZVPD basis

Geometry (Å):
C1 -1.092 0.225 -1.508
C2 -1.131 1.216 -0.358
C3 0.251 1.351 0.276
C4 0.276 -0.188 0.421
C5 0.883 -1.047 1.481
C6 1.391 -1.131 0.062
C7 -1.147 -0.282 -0.110
H1 -0.191 0.190 -2.125
H2 -2.055 0.169 -2.023
H3 -1.827 1.950 -0.699
H4 0.278 1.832 1.261
H5 0.997 1.821 -0.374
H6 1.512 -0.578 2.236
H7 0.262 -1.864 1.849
H8 2.375 -0.701 -0.142
H9 1.134 -2.011 -0.531
H10 -1.916 -0.948 0.285

Summary:
F_max   1.64 eV Å⁻¹
HOMO-LUMO gap   10.556 eV
Energy above the lowest of the compared OMol25 structures with the same formula, charge and spin   272.1 kJ/mol
LUMO energy   1.166 eV
SMILES   C1[C@@H]2CC3(CC3)[C@H]12
Electronic energy   -272.61435 Ha

Atom charges from the Mulliken analysis, given in e for atoms 1 to 6: -0.644, -0.219, -0.683, 0.718, -0.572, -0.755



6.
Molecular formula: C7H10
Method: DFT, the ωB97M-V functional and the def2-TZVPD basis

Geometry (Å):
C1 1.587 -1.124 -0.153
C2 0.303 -0.337 -0.013
C3 -1.063 -1.044 -0.150
C4 -1.675 0.081 -1.000
C5 -0.770 1.526 0.187
C6 0.184 0.732 1.091
C7 -0.307 0.677 -1.044
H1 1.723 -1.802 0.700
H2 1.584 -1.733 -1.066
H3 2.459 -0.461 -0.194
H4 -1.586 -1.447 0.727
H5 -0.983 -1.851 -0.898
H6 -1.856 1.312 0.343
H7 -0.702 2.607 0.077
H8 -0.181 0.419 2.077
H9 1.136 1.263 1.212
H10 0.149 1.183 -1.896

Summary:
F_max   0.47 eV Å⁻¹
HOMO-LUMO gap   9.153 eV
Energy above the lowest of the compared OMol25 structures with the same formula, charge and spin   459.5 kJ/mol
LUMO energy   0.942 eV
Electronic energy   -272.54300 Ha

Atom charges from the Mulliken analysis, given in e for atoms 1 to 6: -1.631, 0.716, -0.323, -1.071, -0.563, -0.759



7.
Molecular formula: C7H10
Method: DFT, the ωB97M-V functional and the def2-TZVPD basis

Geometry (Å):
C1 -1.410 0.220 1.338
C2 -0.159 0.707 1.314
C3 0.908 0.540 0.228
C4 0.073 0.875 -1.029
C5 -0.696 -0.428 -1.127
C6 0.041 -1.427 -0.639
C7 1.352 -0.889 -0.091
H1 -2.207 0.842 1.724
H2 -1.762 -0.732 0.972
H3 0.000 1.566 1.958
H4 1.734 1.237 0.406
H5 0.691 0.970 -1.931
H6 -0.506 1.797 -0.914
H7 -1.706 -0.501 -1.516
H8 -0.248 -2.472 -0.592
H9 2.129 -0.899 -0.878
H10 1.767 -1.405 0.777

Summary:
F_max   0.99 eV Å⁻¹
HOMO-LUMO gap   9.796 eV
Energy above the lowest of the compared OMol25 structures with the same formula, charge and spin   215.4 kJ/mol
LUMO energy   1.159 eV
SMILES   C=CC1CC=CC1
Electronic energy   -272.63595 Ha

Atom charges from the Mulliken analysis, given in e for atoms 1 to 6: -0.601, -0.456, -0.103, -0.688, -0.676, -0.207



8.
Molecular formula: C7H10
Method: DFT, the ωB97M-V functional and the def2-TZVPD basis

Geometry (Å):
C1 1.892 -1.622 1.251
C2 1.085 -0.970 0.636
C3 0.362 0.032 -0.131
C4 -0.965 0.601 0.384
C5 -2.111 -0.374 0.688
C6 0.598 0.130 -1.626
C7 1.383 1.003 -0.705
H1 2.608 -2.202 1.790
H2 -1.316 1.302 -0.385
H3 -0.773 1.199 1.281
H4 -2.311 -1.075 -0.130
H5 -3.033 0.199 0.854
H6 -1.926 -0.956 1.597
H7 1.102 -0.672 -2.154
H8 -0.197 0.616 -2.185
H9 1.180 2.064 -0.615
H10 2.422 0.725 -0.554

Summary:
F_max   0.51 eV Å⁻¹
HOMO-LUMO gap   10.312 eV
Energy above the lowest of the compared OMol25 structures with the same formula, charge and spin   253.4 kJ/mol
LUMO energy   1.126 eV
SMILES   C#CC1(CC)CC1
Electronic energy   -272.62150 Ha

Atom charges from the Mulliken analysis, given in e for atoms 1 to 6: 0.211, -1.015, 0.998, -0.618, -1.196, -0.738



Which formula does entry 6 have? C7H10